#A
Computed, not measured: 2 unconnected molecules or ions with the total composition CH5IN2S, with ωB97M-V with the def2-TZVPD basis set.

Each line ends with the Löwdin charge.
Geometry (Å):
C: 0.7562 1.4756 0.0957  -0.276
N: -0.1339 -2.1359 0.4207  -0.099
N: 0.1445 1.0366 -1.0478  -0.582
S: -0.8842 -0.0130 -1.3578  0.490
I: -2.7710 0.0514 0.2398  0.322
H: 0.1031 1.3511 1.0418  0.071
H: 1.8481 1.0344 0.3355  0.133
H: 0.8736 2.5943 0.2205  0.086
H: -0.6516 -2.9988 0.1202  -0.054
H: 0.7153 -2.3958 -0.0686  -0.093

Values from the calculation:
* lowest unoccupied orbital energy (spin up / spin down): -2.1 / -2.1 eV
* HOMO-LUMO gap (spin up / spin down): 0.22094 / 0.22055 Ha
* spin multiplicity: 1
* highest occupied orbital energy (spin up / spin down): -8.1 / -8.1 eV

#B
Computed, not measured: a single CH5IN2S molecule, with ωB97M-V with the def2-TZVPD basis set.

Each line ends with the Löwdin charge.
Geometry (Å):
S: -0.4702 -1.7635 -0.6738  0.683
N: -0.3383 -0.9841 0.7877  -0.468
C: 0.6846 0.4490 0.4155  -0.332
N: 0.1337 1.2478 -0.6563  -0.567
I: -1.6895 2.1873 -0.1829  0.693
H: 0.5858 -2.4325 -0.4969  -0.187
H: -1.1177 -0.5796 1.2233  -0.035
H: 0.7331 1.1333 1.3065  0.095
H: 1.5300 -0.0236 -0.1017  0.085
H: -0.0515 0.7657 -1.6215  0.035

Values from the calculation:
* lowest unoccupied orbital energy: -0.3 eV
* SMILES: SNCNI
* HOMO-LUMO gap: 0.30071 Ha
* spin multiplicity: 1
* highest occupied orbital energy: -8.5 eV

Stability summary: most stable #B, least stable #A.

#A
Computed, not measured: 14 unconnected molecules or ions with the total composition C21H70N4O14, with ωB97M-V with the def2-TZVPD basis set.

Each line ends with the Löwdin charge.
Geometry (Å):
C: 2.8228 2.8908 0.7531  -0.121
C: 3.4118 4.1238 0.2651  -0.332
O: 3.9248 3.7888 -1.0169  -0.093
H: 3.5088 2.0738 0.6481  0.074
H: 1.8318 2.5948 0.2701  0.092
H: 2.6268 3.0358 1.7841  0.065
H: 4.2108 4.3928 0.9181  0.109
H: 2.6548 4.8698 0.3391  0.104
H: 4.9078 3.6748 -0.9709  0.108
C: 4.9708 -2.1282 0.4961  -0.080
C: 3.8068 -2.1222 -0.3769  -0.390
O: 2.7518 -2.6282 0.2761  -0.052
H: 5.8558 -2.1032 -0.1589  0.087
H: 5.0678 -3.0042 1.1741  0.071
H: 4.9148 -1.1972 1.1611  0.104
H: 3.9688 -2.8602 -1.1769  0.128
H: 3.5838 -1.1732 -0.8929  0.110
H: 2.0368 -2.6712 -0.2719  0.035
C: -0.3532 4.1968 -1.3929  -0.111
C: 0.3298 4.7988 -2.5429  -0.334
O: -0.0772 6.1288 -2.5359  -0.015
H: -1.3652 4.4698 -1.2629  0.051
H: 0.2008 4.5088 -0.4839  0.063
H: -0.4302 3.0508 -1.4339  0.085
H: 0.0038 4.2578 -3.4189  0.095
H: 1.4458 4.7528 -2.4619  0.128
H: 0.6458 6.6068 -2.7289  0.018
C: -4.1342 2.0588 0.3461  -0.071
C: -3.8772 2.2258 -1.1229  -0.302
O: -5.0252 1.9178 -1.8859  -0.048
H: -4.8852 1.3178 0.4751  0.065
H: -4.4712 2.8328 0.9581  0.053
H: -3.3052 1.5458 0.8301  0.059
H: -3.0642 1.5038 -1.3709  0.087
H: -3.4162 3.1718 -1.3449  0.099
H: -4.8422 2.1048 -2.7959  0.080
C: -0.7412 3.6098 1.7911  -0.053
C: -1.7052 4.7438 2.4031  -0.257
O: -1.5372 5.8958 1.6261  -0.089
H: -1.2692 3.1538 0.8631  0.079
H: -0.7422 2.7638 2.4551  0.049
H: 0.2578 3.8278 1.6441  0.013
H: -1.3822 4.9988 3.3961  0.103
H: -2.6842 4.4848 2.2831  0.068
H: -2.3132 6.0798 1.0671  0.096
C: -0.7692 -0.2792 -0.2299  -0.015
C: 0.2108 -0.4642 0.9481  -0.300
O: 1.4428 0.0378 0.6531  -0.129
H: -1.0452 0.7378 -0.2719  0.044
H: -1.6792 -0.9772 -0.2439  0.101
H: -0.2732 -0.5342 -1.0809  0.011
H: 0.3868 -1.4992 1.1951  0.088
H: -0.0942 0.0158 1.9071  0.107
H: 2.1078 -0.0442 1.3851  0.077
C: -1.8402 -5.2912 1.1851  -0.059
C: -0.7732 -4.2642 1.5551  -0.261
O: -1.2152 -3.1182 2.3001  -0.122
H: -2.3132 -5.7842 2.0381  0.094
H: -1.3562 -5.9402 0.5721  0.045
H: -2.5832 -4.9062 0.5661  0.024
H: -0.2562 -3.7642 0.7141  0.106
H: 0.0408 -4.7122 2.1781  0.108
H: -0.7362 -3.1602 3.1111  0.023
C: 1.8088 -0.7982 -2.9239  -0.538
O: 1.3608 -2.0312 -2.4859  -0.091
N: 2.1308 -0.5202 -4.2059  0.160
N: 1.8988 0.2268 -2.1169  0.172
H: 1.8218 -1.1582 -4.9349  0.131
H: 2.6508 0.3018 -4.4959  0.121
H: 1.5928 0.1488 -1.1889  0.050
H: 2.4028 1.0558 -2.4809  0.159
C: 2.1728 -3.9082 3.7541  -0.556
O: 0.9178 -3.2302 3.8831  -0.142
N: 3.0718 -3.5472 2.8501  0.168
N: 2.6088 -4.8102 4.5311  0.159
H: 2.7728 -3.0512 2.0451  0.050
H: 3.9248 -4.0852 2.6481  0.121
H: 1.9628 -5.0132 5.2881  0.128
H: 3.4028 -5.5192 4.4061  0.174
C: -4.1472 -1.1122 -2.2959  -0.190
O: -2.8952 -0.7992 -2.7059  -0.103
H: -4.2722 -0.8482 -1.2679  0.061
H: -4.2532 -2.1762 -2.4269  0.089
H: -4.9322 -0.5452 -2.6849  0.056
H: -2.7822 0.1408 -2.4939  0.051
C: -1.7372 -3.9432 -1.8309  -0.208
O: -0.4792 -4.1762 -2.3229  -0.110
H: -2.2442 -3.2672 -2.4849  0.044
H: -1.7692 -3.3152 -0.9339  0.053
H: -2.4752 -4.7972 -1.7309  0.111
H: 0.1148 -3.3992 -2.3209  0.032
C: -3.8682 -1.4262 1.5501  -0.135
O: -3.4652 -2.5962 0.8281  -0.162
H: -4.8852 -1.5542 1.9251  0.082
H: -3.6662 -0.5252 0.9141  0.047
H: -3.2132 -1.4252 2.4021  0.067
H: -2.6702 -2.8832 1.3271  0.016
C: -0.4852 1.0218 -4.5719  -0.172
O: -0.2222 1.5908 -3.3359  -0.112
H: -1.3352 1.4148 -5.1879  0.100
H: -0.8422 0.0208 -4.2799  0.081
H: 0.3678 0.9468 -5.2179  0.051
H: 0.4108 1.0658 -2.9139  -0.020
C: 1.6918 0.2468 3.8851  -0.097
O: 2.7828 -0.2612 3.0891  -0.142
H: 2.0018 0.3298 4.9261  0.084
H: 0.8888 -0.5082 3.7171  0.080
H: 1.3978 1.2138 3.5201  0.066
H: 3.1118 -1.1172 3.2961  0.041

Values from the calculation:
* lowest unoccupied orbital energy: 0.2 eV
* HOMO-LUMO gap: 0.32474 Ha
* spin multiplicity: 1
* highest occupied orbital energy: -8.7 eV

#B
Computed, not measured: 14 unconnected molecules or ions with the total composition C21H70N4O14, with ωB97M-V with the def2-TZVPD basis set.

Each line ends with the Löwdin charge.
Geometry (Å):
C: -4.9265 1.7618 -1.6913  -0.051
C: -3.9214 2.5359 -2.6719  -0.268
O: -4.0260 3.9810 -2.5342  -0.103
H: -5.8175 2.2815 -1.6665  0.029
H: -4.4901 1.8384 -0.6649  0.057
H: -5.1066 0.6811 -1.7828  0.076
H: -4.1593 2.2095 -3.6998  0.098
H: -2.8713 2.2272 -2.5361  0.083
H: -4.9278 4.3050 -2.7068  0.085
C: -4.2411 -3.3007 1.1269  -0.102
C: -2.8384 -3.5962 1.6492  -0.290
O: -1.9394 -3.4240 0.5761  -0.121
H: -4.4960 -2.3076 0.7172  0.058
H: -4.8834 -3.2218 2.0267  0.071
H: -4.7865 -4.0801 0.6047  0.070
H: -2.7782 -4.6242 1.9495  0.100
H: -2.5552 -2.9123 2.4470  0.104
H: -1.0852 -3.2575 1.0145  0.027
C: -1.1342 -0.1809 4.5192  -0.087
C: -0.1888 1.0549 4.4125  -0.288
O: -0.7863 2.0123 3.5546  -0.118
H: -0.6815 -0.9853 5.1036  0.069
H: -1.4390 -0.5797 3.5680  0.041
H: -2.1329 0.1707 4.8799  0.081
H: 0.6678 0.6304 3.8266  0.085
H: 0.1207 1.4113 5.4171  0.123
H: -1.2085 1.5752 2.7817  0.038
C: -2.5579 -0.7176 -3.2457  -0.063
C: -2.4715 -1.2183 -1.7830  -0.321
O: -3.2078 -2.3737 -1.6460  -0.068
H: -1.7658 -0.0119 -3.3536  0.017
H: -3.4233 -0.1750 -3.4827  0.033
H: -2.3999 -1.5153 -4.0321  0.102
H: -3.0908 -0.5987 -1.1436  0.086
H: -1.4530 -1.3751 -1.4189  0.092
H: -2.7813 -2.8134 -0.9420  -0.001
C: 2.0996 3.5539 1.8759  -0.071
C: 2.2488 4.1377 0.5029  -0.380
O: 3.3976 3.7583 -0.0996  -0.077
H: 1.1881 3.8622 2.3892  0.074
H: 2.8834 3.8979 2.5064  0.060
H: 2.1039 2.4433 1.8757  0.068
H: 2.1452 5.2274 0.3261  0.125
H: 1.4931 3.6927 -0.1065  0.064
H: 3.2413 3.2985 -0.9551  0.042
C: 0.5382 -0.2120 0.3740  -0.076
C: 0.5244 1.1661 -0.1855  -0.336
O: -0.5173 1.2143 -1.0788  -0.102
H: 0.8729 -1.1360 -0.2320  0.093
H: -0.4421 -0.4402 0.8862  0.092
H: 1.2629 -0.4166 1.1923  0.055
H: 1.4392 1.3777 -0.6695  0.091
H: 0.3121 1.7873 0.7707  0.131
H: -0.2438 0.6525 -1.8402  0.079
C: 2.2588 -1.5821 4.0892  -0.065
C: 3.1993 -1.1233 2.9439  -0.273
O: 2.9942 -1.9533 1.8069  -0.134
H: 1.2765 -1.4802 3.7216  0.016
H: 2.4170 -1.0722 5.0740  0.100
H: 2.2153 -2.6767 4.2156  0.080
H: 4.2734 -1.3315 3.1970  0.134
H: 3.0103 -0.1286 2.5821  0.079
H: 3.7345 -1.8934 1.1865  0.047
C: -3.1632 0.8472 1.5562  -0.636
O: -3.1420 -0.5442 1.3033  -0.115
N: -2.3420 1.6926 1.0238  0.169
N: -3.9916 1.3860 2.3859  0.147
H: -1.6895 1.3474 0.2809  0.089
H: -2.5370 2.6617 0.8853  0.132
H: -4.5770 0.7409 3.0379  0.175
H: -3.7281 2.3329 2.7913  0.150
C: 1.9229 -1.0247 -2.9986  -0.609
O: 2.4902 -1.9448 -2.1896  -0.058
N: 2.6233 -0.0821 -3.6014  0.132
N: 0.6762 -1.0161 -3.3540  0.183
H: 3.6557 -0.1723 -3.6056  0.146
H: 2.2996 0.5783 -4.2964  0.135
H: 0.0741 -1.8367 -3.2156  0.121
H: 0.3100 -0.4265 -4.1540  0.154
C: -0.1835 4.2550 -2.6669  -0.202
O: -0.0599 4.9766 -1.5165  -0.103
H: -1.1837 3.9208 -2.8398  0.051
H: 0.3106 3.2963 -2.6517  0.055
H: 0.1903 4.7551 -3.5621  0.088
H: -0.2495 5.9422 -1.6855  0.125
C: -0.0002 -4.3034 -1.6940  -0.215
O: 0.5524 -4.5302 -2.8968  -0.085
H: 0.3726 -3.3278 -1.2032  0.094
H: 0.2427 -5.1520 -1.0919  0.078
H: -1.0063 -4.2849 -1.7636  0.037
H: 1.3825 -4.9396 -2.6685  0.083
C: 0.8242 -4.5228 1.9440  -0.094
O: 0.5035 -3.1234 1.5693  -0.163
H: 1.2386 -5.2203 1.2055  0.067
H: 0.0869 -5.1568 2.5163  0.100
H: 1.7118 -4.5193 2.5713  0.056
H: 1.2195 -2.4633 1.6747  0.035
C: 4.6346 2.3442 -2.4943  -0.120
O: 3.2407 2.1958 -2.3742  -0.167
H: 4.7769 3.4055 -2.4939  0.098
H: 4.8323 1.8869 -3.4201  0.068
H: 5.1854 1.8096 -1.7792  0.045
H: 2.8919 1.3604 -2.7349  0.008
C: 4.8244 -0.1563 -0.1044  -0.113
O: 5.1636 -1.5343 0.0677  -0.139
H: 4.0797 -0.0298 0.7015  0.078
H: 4.4124 -0.0581 -1.0808  0.041
H: 5.7713 0.4660 -0.0430  0.110
H: 5.2102 -1.8622 -0.8572  0.102

Values from the calculation:
* lowest unoccupied orbital energy: -0.1 eV
* HOMO-LUMO gap: 0.31356 Ha
* spin multiplicity: 1
* highest occupied orbital energy: -8.6 eV

Stability summary: most stable #A, least stable #B.